[1]
129
Properties=species:S:1:pos:R:3:forces:R:3 method="wB97M-V/def2-TZVPD" e_lumo_ev=0.50 e_above_lowest_kj_mol=0.0 homo_energy_ha=-0.3097 e_tot_ha=-2294.2237
C -2.7898 4.3528 4.5768 -1.115 0.569 -0.308
C -2.2777 3.1581 3.7746 1.344 -0.652 0.423
C -0.8167 3.3841 3.3496 -0.206 1.597 0.625
O -0.0409 3.5441 4.5442 -0.996 -0.327 0.204
C 1.2633 3.8371 4.2719 1.806 0.356 -1.499
N -2.3601 1.8172 4.4401 0.715 2.476 0.856
H -2.1211 4.6025 5.3664 0.356 -0.223 1.062
H -3.8546 4.2965 4.9516 1.156 -0.368 -0.311
H -2.7683 5.2910 3.9824 -0.056 -0.745 -0.239
H -2.7920 3.1183 2.8670 -1.102 0.068 -1.614
H -0.6705 4.2836 2.6837 -0.484 -0.556 0.701
H -0.4215 2.5659 2.7867 0.181 -0.989 -0.367
H 1.4214 4.8377 3.8229 -0.358 0.096 0.356
H 1.6588 3.1853 3.4577 0.005 -0.147 0.590
H 1.9099 3.7685 5.1517 -0.322 -0.176 -0.006
H -3.2442 1.7487 4.8881 -0.690 -0.580 0.091
H -2.1125 1.0590 3.8429 -0.271 -0.499 -0.562
C -2.4985 3.6710 -0.5631 -1.078 -0.704 0.884
O -2.4002 4.1639 0.5541 0.278 0.411 -0.701
N -2.9897 4.3153 -1.6637 -1.133 1.717 -0.733
N -2.3058 2.3461 -0.7699 0.968 -1.327 -0.867
H -3.4085 3.8302 -2.4674 0.595 -0.017 0.932
H -3.5506 5.1339 -1.4038 0.631 -0.407 -0.223
H -1.7018 1.8721 -0.1013 -0.015 0.045 -0.135
H -2.1374 2.0369 -1.7361 -0.154 0.230 0.777
C 0.2176 -0.4193 4.5901 -1.093 -0.664 -2.146
O -0.1420 -0.1093 3.4285 1.013 -0.581 1.283
N 0.2953 0.4865 5.5778 1.151 2.565 -2.942
N 0.5494 -1.7036 4.9591 -0.511 1.225 -1.464
H -0.0183 0.2175 6.4178 -1.114 -1.240 3.810
H -0.0746 1.4072 5.3107 0.057 -0.354 0.024
H 0.4235 -2.4574 4.3003 0.172 -0.089 0.043
H 0.8378 -1.8298 5.8865 0.408 -0.626 1.045
C -4.5795 -1.9771 2.7411 1.487 -0.367 0.159
C -4.2354 -1.1203 1.5392 1.206 1.199 0.135
C -5.3987 -0.1833 1.2208 -0.445 -0.020 1.832
O -3.0771 -0.3347 2.0679 -0.815 -0.320 -1.662
H -4.7026 -1.2354 3.5319 -0.494 -0.225 0.209
H -3.6259 -2.5349 3.0638 -1.693 0.289 -0.645
H -5.4878 -2.5847 2.5759 0.676 0.071 0.306
H -3.9337 -1.6893 0.6300 -0.016 0.179 0.648
H -5.5002 0.4990 2.1110 0.132 -0.452 -0.838
H -6.2862 -0.8318 1.2843 -0.074 0.454 -0.617
H -5.3694 0.4390 0.3286 0.185 -0.334 -0.152
H -2.8001 0.2813 1.3564 -0.095 -0.463 0.580
C 0.7846 -5.2650 1.2434 -0.047 -1.376 1.285
C 1.9467 -4.8657 2.1341 -0.600 -0.630 -0.564
C 3.2717 -4.8204 1.3882 0.480 -1.088 1.259
O 1.6145 -3.6180 2.7456 0.765 -0.296 0.195
H -0.1165 -5.3258 1.8865 0.236 0.191 -0.730
H 0.9863 -6.2530 0.8282 -0.052 -0.369 0.351
H 0.6679 -4.7008 0.3679 -0.400 1.532 -0.930
H 1.9983 -5.6996 2.8652 0.120 0.651 0.178
H 3.4229 -3.8778 0.9422 0.146 1.334 -0.565
H 3.3312 -5.5608 0.5760 0.026 0.003 0.522
H 4.0727 -4.9846 2.1554 -0.329 0.079 -0.956
H 2.4289 -3.0808 2.7877 -0.529 0.023 -0.065
C -3.5940 -0.8418 -7.4871 0.833 -1.046 -2.241
C -3.0994 0.0707 -6.4267 -1.098 2.005 0.149
C -4.3160 0.7848 -5.8116 0.350 0.308 -0.479
O -2.3061 -0.4809 -5.4320 0.141 -1.863 0.965
H -2.7261 -1.3032 -8.0490 -0.857 0.398 0.577
H -4.2579 -0.3728 -8.2839 0.764 -0.347 1.272
H -4.1173 -1.6495 -7.0062 -0.526 -0.515 0.026
H -2.4669 0.8274 -6.8777 0.167 0.282 -0.178
H -4.9451 0.0743 -5.3142 -0.730 -0.653 -0.106
H -4.8624 1.3914 -6.5519 0.034 -0.419 0.247
H -4.0270 1.4287 -5.0105 0.551 0.727 0.461
H -2.6781 -1.3199 -5.0173 0.450 1.190 -0.704
C 2.8134 -0.2031 -3.4503 0.348 -0.244 -1.150
C 4.0367 -0.8427 -2.8085 1.079 0.200 -3.371
C 5.3210 -0.2892 -3.5408 -0.603 -1.370 -0.486
O 4.1173 -0.6230 -1.4695 -0.051 0.524 1.502
H 3.0129 0.8773 -3.6479 -0.510 -0.742 0.216
H 1.9345 -0.3964 -2.8647 -0.467 0.337 0.542
H 2.6025 -0.7460 -4.3977 0.263 0.650 0.238
H 4.0457 -1.8986 -3.0724 -0.278 -0.390 0.727
H 6.2103 -0.8239 -3.1353 -0.505 0.292 -0.653
H 5.3948 0.7280 -3.2513 0.229 1.212 0.132
H 5.2159 -0.3330 -4.6831 0.343 -0.173 1.671
H 3.9656 0.3374 -1.3798 0.125 -0.159 0.398
C 2.2033 3.3740 0.1553 1.398 0.829 0.352
C 2.4673 3.1346 -1.3006 -0.118 -0.111 -2.073
C 2.5058 4.4517 -2.1336 1.277 -1.105 1.286
O 3.7463 2.4115 -1.5964 -1.170 0.771 1.363
H 1.3847 3.9904 0.4711 -1.060 0.314 -0.787
H 3.0253 4.0113 0.4778 0.564 -0.359 0.726
H 2.0784 2.4717 0.7187 0.453 -0.626 0.307
H 1.6326 2.4933 -1.6242 0.621 -0.098 -0.520
H 2.7144 4.3586 -3.1955 -0.327 -0.397 0.001
H 3.3175 5.0683 -1.7224 -0.120 0.007 -0.006
H 1.6007 4.9341 -1.9084 -1.312 0.989 -0.194
H 4.4146 2.9137 -1.0894 -0.252 -0.420 -0.377
C 0.0561 -2.6998 -4.0061 0.151 0.142 0.483
C -1.1959 -3.4391 -4.2028 -1.406 -2.087 1.186
C -1.1849 -4.8070 -3.4711 -0.977 0.012 0.047
O -2.3280 -2.6766 -3.7812 -0.986 -0.816 -1.141
H 0.4261 -2.8490 -3.0004 0.009 0.192 0.424
H -0.1978 -1.6784 -4.1700 0.512 1.042 -0.313
H 0.8258 -3.0539 -4.6403 0.797 -0.106 -0.905
H -1.4498 -3.7142 -5.2142 0.323 0.349 -0.683
H -2.1940 -5.2591 -3.5651 0.470 0.236 -0.037
H -1.0075 -4.7466 -2.3604 0.363 -0.004 -1.162
H -0.5107 -5.4628 -4.0456 0.115 0.072 0.749
H -2.1081 -2.0788 -3.0977 0.555 0.886 1.210
C -1.1869 -1.1267 -1.1055 1.152 0.890 0.518
C -0.3077 -0.8976 0.1749 -1.517 -1.430 -0.098
C 1.1011 -1.3597 -0.0475 1.349 0.222 -0.297
O -0.3979 0.4901 0.5215 0.155 -0.102 -1.168
H -1.2611 -2.1839 -1.4129 0.102 0.468 0.436
H -0.7358 -0.5162 -1.9270 -0.129 -0.586 0.407
H -2.1522 -0.6822 -0.9299 -0.676 -0.142 0.067
H -0.7062 -1.4207 1.0887 -0.021 0.041 -1.117
H 1.2576 -2.3579 -0.5657 -0.465 0.989 1.030
H 1.6511 -1.2464 0.8947 -0.109 -0.855 -0.059
H 1.6367 -0.6430 -0.6659 -0.163 0.171 -0.492
H -0.1438 0.4974 1.4344 0.193 0.268 1.306
C 3.7235 1.0580 3.6865 0.655 -0.464 -0.364
C 3.2995 0.2038 2.4673 1.137 -0.801 1.619
C 4.4668 0.0380 1.5654 1.188 -0.416 0.096
O 2.9045 -1.1515 2.8718 0.491 1.091 0.577
H 2.9693 1.0325 4.4500 -0.591 0.318 0.404
H 3.9942 2.1138 3.4369 -0.368 -0.873 0.036
H 4.6149 0.5678 4.1300 -0.336 0.333 -0.267
H 2.4500 0.5924 1.9787 -0.997 0.843 -0.703
H 4.2640 -0.7047 0.8088 0.030 0.061 -0.427
H 5.3702 -0.2902 2.1220 -0.646 -0.114 -0.018
H 4.7917 0.9817 1.1524 -0.248 0.353 -0.542
H 2.4074 -1.0256 3.6927 -0.123 -0.327 -0.162


[2]
8
Properties=species:S:1:pos:R:3:forces:R:3 method="wB97M-V/def2-TZVPD" e_lumo_ev="-8.27 / -8.12" e_above_lowest_kj_mol=32.4 charge=+1 s_squared=6.02 homo_energy_ha="-0.4989 / -0.6135" e_tot_ha=-1371.8450 multiplicity=5
F -3.9236 -0.2322 0.9447 -0.404 0.108 0.056
O 2.9100 -0.5000 -0.0625 -6.042 -2.523 -2.623
C 1.7909 -0.6961 -0.3972 8.308 2.873 3.177
C 0.5857 0.2356 -0.2260 -3.689 0.060 -0.882
O -0.6060 -0.4129 -0.1923 3.976 0.769 -0.798
Cr -2.2576 -0.1761 0.3683 -2.788 0.025 1.064
H 0.6612 0.9249 -1.0944 0.431 -0.527 -0.020
H 0.8394 0.8568 0.6595 0.208 -0.785 0.026


[3]
134
Properties=species:S:1:pos:R:3:forces:R:3 method="wB97M-V/def2-TZVPD" e_lumo_ev="1.96 / 1.96" e_above_lowest_kj_mol=0.0 charge=-1 s_squared=6.01 homo_energy_ha="-0.1545 / -0.2326" e_tot_ha=-3990.1112 multiplicity=5
Cr -0.7636 -0.8290 -0.0392 0.257 -0.479 -0.460
S -2.9758 -0.9934 1.4366 -5.895 -1.839 0.653
O -2.5246 -1.8958 0.3777 1.289 -1.676 -2.265
O -4.2962 -0.4460 1.1217 0.239 1.140 -0.907
O -3.2065 -1.7037 2.6632 1.127 -0.839 1.923
O -1.9238 -0.0267 1.4442 2.669 3.385 0.994
O 0.7498 0.4818 -0.0658 1.310 0.667 -0.372
H 1.6419 0.4652 0.3323 -1.027 -0.438 0.293
C 1.7315 -2.9128 -5.4142 0.421 -0.435 0.293
C 2.5296 -2.0823 -4.3918 -1.239 -0.155 -1.121
O 1.5338 -1.3648 -3.6634 0.158 -0.824 -0.264
H 2.3669 -3.3290 -6.1959 0.077 0.202 -0.133
H 0.8905 -2.3734 -5.8500 0.277 0.278 -0.019
H 1.3041 -3.7850 -4.9195 -0.099 -0.001 0.195
H 3.1943 -1.3747 -4.8873 0.045 0.117 -0.123
H 3.1531 -2.7559 -3.8040 -0.122 0.046 0.435
H 1.9885 -0.7350 -3.0993 0.377 0.719 0.442
C -0.6349 3.1946 4.3599 1.203 0.508 0.364
C -0.3457 1.7291 3.9874 -1.088 1.650 -1.436
O -1.6207 1.2402 3.6614 -0.478 -0.387 1.844
H -0.8604 3.7961 3.4793 -0.380 -0.313 -0.181
H 0.2281 3.7122 4.7789 0.422 -0.123 0.199
H -1.4254 3.3402 5.0961 -0.184 -0.462 -0.139
H 0.2386 1.1787 4.7249 -0.385 -0.271 0.339
H 0.2212 1.7301 3.0564 0.585 0.037 0.006
H -1.7170 0.8561 2.7869 0.445 -0.362 -0.477
C 2.8036 4.6191 -0.1325 0.307 0.017 -0.020
C 1.8092 3.7079 0.5199 -0.122 -0.521 -0.117
O 0.7968 3.2316 -0.3859 0.514 1.345 0.447
H 3.6699 4.6327 0.5289 0.127 0.326 0.086
H 2.4244 5.6352 -0.2418 0.087 -0.044 -0.301
H 3.1578 4.1898 -1.0697 -0.172 0.254 -0.195
H 1.3880 4.2146 1.3882 -0.388 -0.101 0.034
H 2.3701 2.8537 0.8992 -0.162 -0.230 0.139
H 0.7073 2.2932 -0.2042 -0.414 -1.473 0.107
C -4.1912 -5.9564 2.2352 -0.054 -0.130 0.873
C -3.1729 -5.0052 1.6821 0.707 -0.395 0.180
O -3.7304 -4.3200 0.6288 -1.199 0.057 -1.151
H -4.9916 -5.3689 2.6849 -0.371 -0.100 -0.380
H -3.7762 -6.5059 3.0801 0.259 -0.159 0.014
H -4.5490 -6.6917 1.5145 -0.154 0.249 -0.116
H -2.3063 -5.5496 1.3070 0.426 -0.352 0.210
H -2.8352 -4.3350 2.4726 0.062 0.102 0.110
H -3.1302 -3.6619 0.2706 0.116 0.542 0.290
C -5.5068 2.3461 -2.3201 0.247 -0.374 0.680
C -5.6260 1.3625 -1.1553 -0.383 0.437 -0.200
O -4.8387 0.2282 -1.3283 0.531 -0.052 -1.633
H -5.7123 1.9264 -3.3049 -0.358 -0.131 0.127
H -4.4713 2.6848 -2.3527 0.052 0.260 0.023
H -6.1618 3.1833 -2.0788 0.032 0.164 -0.374
H -6.6413 1.0058 -0.9818 -0.442 0.353 -0.173
H -5.3041 1.8594 -0.2401 -0.092 0.262 0.086
H -4.6363 -0.0339 -0.4272 0.377 -1.003 1.349
C 4.6266 -1.5875 0.1303 0.181 1.595 -0.994
C 4.1419 -2.3622 -1.0724 -0.157 -1.028 1.167
O 4.4976 -3.7167 -0.7667 -0.040 -0.703 -1.056
H 4.4930 -2.1277 1.0675 0.088 -0.013 -0.116
H 4.1111 -0.6293 0.1957 -0.130 0.041 0.148
H 5.6666 -1.3326 -0.0736 0.244 -0.201 0.625
H 4.6259 -2.1339 -2.0220 0.133 0.220 0.232
H 3.0690 -2.2371 -1.2186 -0.164 -0.172 -0.042
H 4.2557 -3.9286 0.1377 -0.160 0.153 -0.019
C 0.7867 -4.4310 1.4188 0.195 -1.603 -1.269
C 1.3208 -3.0390 1.4355 -0.507 -0.421 1.394
O 0.1734 -2.1743 1.4919 1.963 0.169 -0.803
H 0.1471 -4.6742 2.2673 -0.271 0.450 -0.160
H 1.5394 -5.2194 1.4242 0.599 0.151 0.150
H 0.3038 -4.6066 0.4576 -0.594 -0.017 0.212
H 2.0288 -2.8016 0.6414 -0.587 0.231 -0.303
H 1.8845 -3.0264 2.3684 0.237 0.855 0.287
H -0.2531 -2.3658 2.3303 -0.804 -0.182 0.907
C 5.0098 1.0867 -2.5210 -1.322 0.493 -0.351
C 3.5601 1.4835 -2.0455 0.964 -0.459 0.186
O 2.7903 0.2969 -2.0083 0.865 -0.530 -0.331
H 5.4554 0.3686 -1.8326 -0.149 0.131 0.149
H 5.6767 1.9409 -2.6380 -0.112 0.121 0.185
H 4.9582 0.6020 -3.4959 -0.097 -0.046 -0.070
H 2.9656 2.2115 -2.5974 0.675 0.279 -0.609
H 3.6546 1.9034 -1.0441 -0.011 -0.039 0.317
H 2.0988 0.3612 -1.3455 -1.113 0.198 0.548
C -0.3147 5.8986 -2.2722 -0.111 1.230 0.926
C 0.5650 5.0993 -3.1774 -0.900 -0.567 -0.072
O 0.3053 3.7063 -3.0461 0.032 0.067 -1.525
H -1.3812 5.8794 -2.4966 0.034 -0.725 -0.085
H -0.0991 6.9622 -2.3743 0.397 0.231 0.001
H -0.1693 5.6627 -1.2180 -0.092 -0.104 0.003
H 1.6240 5.3406 -3.0848 0.170 -0.020 0.296
H 0.2584 5.4161 -4.1743 0.263 -0.504 -0.391
H 0.4468 3.3672 -2.1592 0.302 0.560 0.606
C -2.1145 -3.0399 -2.6830 -0.016 -0.663 -0.971
C -0.8063 -3.4025 -1.9838 -0.707 0.593 -0.369
O -0.1190 -2.1896 -1.6779 -0.003 -0.364 1.297
H -1.9871 -2.5025 -3.6227 0.628 0.304 0.017
H -2.7970 -2.4167 -2.1052 0.177 -0.380 0.377
H -2.5877 -3.9519 -3.0468 -0.405 -0.216 0.465
H -0.1048 -3.9932 -2.5730 -0.276 -0.226 -0.412
H -1.0139 -4.0003 -1.0963 0.063 0.436 0.297
H 0.3400 -1.9513 -2.4867 0.588 0.533 -0.498
C 3.1154 0.1912 2.9640 1.122 0.918 -0.480
C 4.2960 1.1313 2.5937 -1.062 -1.200 -0.352
O 3.9369 2.4337 2.9703 -0.035 0.584 0.314
H 2.2091 0.5262 2.4596 -0.151 0.163 0.387
H 3.0693 0.2625 4.0507 -0.594 -0.424 -0.065
H 3.2998 -0.8150 2.5876 0.145 -0.083 0.406
H 4.4489 1.0965 1.5151 0.274 -0.076 -0.196
H 5.1925 0.7849 3.1078 0.233 0.043 -0.005
H 4.6267 3.0293 2.6684 0.018 0.136 0.060
C -1.8386 0.6647 -3.8415 0.760 0.440 -0.399
C -1.4975 1.0885 -2.4347 -1.441 -0.313 0.274
O -2.1283 0.1393 -1.5277 2.354 0.543 -0.454
H -1.5938 1.4948 -4.5043 -0.249 0.092 -0.228
H -2.8802 0.3613 -3.9470 0.031 0.112 0.013
H -1.1721 -0.1426 -4.1452 -0.188 -0.276 0.030
H -1.8788 2.0787 -2.1850 -0.130 0.168 -0.213
H -0.4175 1.1682 -2.3107 -0.017 -0.587 0.409
H -3.0829 0.2258 -1.5813 -1.040 0.180 -0.050
C -3.5922 3.1456 1.4877 -0.006 0.416 0.396
C -2.4044 2.8999 0.5918 -0.924 -1.387 1.200
O -1.9646 4.1128 0.1342 0.602 1.658 -0.917
H -3.9555 2.2544 1.9994 -0.051 -0.059 -0.266
H -4.3803 3.6536 0.9318 -0.221 -0.224 -0.131
H -3.2887 3.8649 2.2484 0.083 -0.021 0.209
H -2.6864 2.2231 -0.2148 0.048 -0.189 -0.123
H -1.6158 2.4323 1.1813 0.064 -0.349 -0.006
H -1.0734 3.9388 -0.1774 0.413 0.303 -0.248
C 0.5671 -2.1879 5.2643 0.695 0.278 -0.384
C -0.8682 -2.0056 4.9070 -0.873 0.117 0.337
O -1.1924 -2.8690 3.8349 1.198 -0.737 0.493
H 0.8678 -1.5712 6.1113 -0.070 -0.085 0.105
H 1.2262 -1.9373 4.4331 0.077 0.096 -0.143
H 0.7207 -3.2447 5.4826 0.103 -0.013 0.196
H -1.2512 -1.0216 4.6365 0.706 0.484 0.042
H -1.4223 -2.2549 5.8120 -0.432 -0.361 0.113
H -2.0468 -2.5603 3.5248 -1.050 0.345 -0.851